Density functional theory data (ωB97M-V/def2-TZVPD) for 3 unconnected molecules or ions with the total composition C21H41BF3O6 at a distorted geometry.

Last column: Löwdin charge in e.
Cartesian coordinates (Å):
C 1.61395 -4.92681 2.18214  0.0109
C 1.98708 -4.25361 0.90374  -0.4915
O 1.46839 -4.53066 -0.15668  0.1271
O 3.01985 -3.34233 0.99503  0.0682
C 2.80581 -2.06277 0.44226  -0.3795
O 3.11281 -1.85041 -0.71219  0.1416
C 2.29375 -1.00865 1.36967  -0.0377
C 0.91758 -0.45544 0.92678  -0.3320
C -0.04506 -0.17962 2.15565  -0.1801
O -1.22762 -0.84590 1.85229  -0.0447
B -0.69881 -1.96135 1.03601  -0.7103
C -1.70561 -3.09955 0.44389  -0.0213
C -3.16464 -2.69002 0.24650  -0.3108
O -3.35637 -1.33028 -0.05496  0.0174
C -4.04150 -3.03647 1.42063  -0.5800
F -3.95500 -4.34337 1.74905  0.1256
F -3.72568 -2.31877 2.50189  0.1589
F -5.35242 -2.81756 1.14753  0.1159
O 0.21989 -1.27882 0.08030  0.0049
H 2.50171 -5.10053 2.78110  0.0813
H 0.93773 -4.29556 2.73853  0.0723
H 1.12720 -5.85417 1.93566  0.0824
H 2.21056 -1.45227 2.35312  0.1082
H 3.03160 -0.22247 1.41315  0.1231
H 1.14170 0.50444 0.45907  0.1308
H -0.15839 0.90216 2.21015  0.0996
H 0.33339 -0.59655 3.08706  0.1107
H 0.08118 -2.56769 1.83366  0.1172
H -1.32955 -3.37254 -0.53758  0.1029
H -1.64593 -3.99253 1.04698  0.0919
H -3.57636 -3.28021 -0.57478  0.1474
H -3.10331 -1.20031 -0.96354  0.1023
C -4.64875 0.86131 2.79518  -0.0994
C -4.10661 1.81505 1.73710  -0.2550
C -2.69533 2.30955 2.04246  -0.2161
C -2.55842 3.11940 3.33253  -0.2263
C -3.44313 4.36263 3.41507  -0.2766
C -3.13929 5.39739 2.33530  -0.1195
H -4.74539 1.34281 3.77185  0.0619
H -5.63672 0.49365 2.51071  0.0703
H -3.98697 0.00232 2.89791  0.0623
H -4.79425 2.66002 1.61090  0.0928
H -4.08193 1.29231 0.77867  0.0984
H -2.33715 2.90606 1.19690  0.1059
H -2.03047 1.44300 2.10056  0.0770
H -1.51143 3.42229 3.44190  0.1062
H -2.77429 2.47566 4.18963  0.1020
H -3.29931 4.82688 4.39580  0.0982
H -4.49786 4.07928 3.36377  0.0954
H -2.09693 5.71920 2.38784  0.0708
H -3.76925 6.28114 2.45766  0.0623
H -3.32163 4.99998 1.33629  0.0636
C 1.88468 0.30086 -3.13356  -0.0988
C 3.18592 -0.32837 -3.62011  -0.2683
C 4.40952 0.55928 -3.40662  -0.2268
C 4.38378 1.89207 -4.15767  -0.2340
C 4.23264 1.77454 -5.67287  -0.2758
C 5.38511 1.03164 -6.34277  -0.1183
H 1.64805 1.21843 -3.67975  0.0612
H 1.05079 -0.38727 -3.26834  0.0756
H 1.94365 0.53758 -2.07054  0.0667
H 3.09278 -0.59788 -4.67811  0.0967
H 3.34014 -1.26084 -3.07802  0.0863
H 5.30746 -0.00020 -3.68756  0.0994
H 4.50968 0.76636 -2.33702  0.1098
H 5.30910 2.43568 -3.93569  0.1046
H 3.57140 2.51254 -3.76962  0.0994
H 4.17278 2.78259 -6.09428  0.0994
H 3.28799 1.28416 -5.92025  0.0971
H 6.33812 1.52344 -6.13489  0.0706
H 5.25082 1.00634 -7.42590  0.0639
H 5.45272 -0.00023 -5.99661  0.0642

## Properties
frontier orbital gap	7.76	eV
strongest force on any atom	0.054	hartree/bohr
net charge	-1
2S+1	1

=====

Density functional theory data (ωB97M-V/def2-TZVPD) for a molecular structure, C21H42AgN9O3P3S5Sb.

Last column: Löwdin charge in e.
Cartesian coordinates (Å):
Ag 1.24682 0.13903 -0.19765  0.4084
C 3.05774 2.31614 2.13519  -0.1365
N 1.66688 1.84294 2.19936  -0.2966
C 0.69457 2.92608 2.11743  -0.1064
P 1.45295 0.39065 2.94821  0.4684
O 1.61981 -0.85792 2.18940  -0.3084
O -0.10965 0.51875 3.47700  -0.2888
P -1.41444 -0.04912 2.72551  0.4483
O -1.77447 0.61059 1.45868  -0.2772
N -1.28612 -1.68266 2.55353  -0.2855
C -1.03052 -2.26317 1.23193  -0.1154
C -0.70778 -2.44659 3.64767  -0.1023
N -2.51496 0.26968 3.92533  -0.2991
C -3.91176 0.06090 3.58842  -0.1145
C -2.23468 0.27907 5.34475  -0.1243
N 2.28213 0.35644 4.36286  -0.2961
C 2.26328 1.48987 5.26027  -0.1177
C 3.33517 -0.63044 4.58507  -0.1136
H 3.25445 3.01942 2.95622  0.0753
H 3.21230 2.82147 1.18232  0.0773
H 3.76224 1.48005 2.17954  -0.0127
H 0.81290 3.62685 2.95580  0.0776
H -0.32311 2.55244 2.09738  0.0534
H 0.86481 3.46035 1.18221  0.0739
H -1.38696 -1.58628 0.45814  0.0347
H -1.57340 -3.20994 1.15948  0.0782
H 0.03628 -2.43419 1.07462  0.0771
H -1.00048 -2.02302 4.61006  0.0647
H 0.38496 -2.46345 3.58477  0.0798
H -1.07940 -3.47305 3.60377  0.0822
H -4.02785 0.02917 2.50648  0.0749
H -4.51733 0.88664 3.97335  0.0791
H -4.29264 -0.87674 4.01205  0.0791
H -1.17113 0.41602 5.51920  0.0700
H -2.55809 -0.65269 5.82831  0.0758
H -2.77098 1.10578 5.82206  0.0799
H 1.46518 2.18101 4.98386  0.0720
H 3.21418 2.03322 5.24185  0.0798
H 2.08049 1.15827 6.28820  0.0791
H 3.46523 -1.24138 3.69194  0.0344
H 3.09911 -1.25422 5.45577  0.0736
H 4.28683 -0.12005 4.75349  0.0792
S 4.94055 -0.87436 -3.92057  -0.5375
Sb 3.66763 -1.56128 -2.10299  0.1161
S 1.47351 -0.55870 -2.54893  -0.2654
S 4.08441 0.15721 -0.30595  -0.3751
S 5.16071 -0.60859 1.30970  -0.3403
C -3.35733 -2.37027 -5.17140  -0.2263
N -1.93261 -2.08581 -5.20822  -0.1573
C -1.20159 -3.29236 -4.81892  -0.1912
N -1.61655 -3.84385 -3.52880  -0.1555
C -3.05289 -4.06355 -3.55326  -0.2247
N -3.84757 -2.88188 -3.89106  -0.1666
C -3.70573 -1.85468 -2.84355  -0.3691
P -1.95684 -1.23720 -2.52409  0.9567
C -1.57933 -0.96079 -4.32972  -0.3668
C -1.22164 -2.94962 -2.43124  -0.3642
H -3.57325 -3.12660 -5.93384  0.1140
H -3.90799 -1.45856 -5.41905  0.1152
H -0.13632 -3.06277 -4.77973  0.1310
H -1.37764 -4.05549 -5.58430  0.1165
H -3.37194 -4.43340 -2.57498  0.1160
H -3.26760 -4.83163 -4.30422  0.1140
H -4.11161 -2.25926 -1.90973  0.0679
H -4.33703 -1.00105 -3.11467  0.0663
H -0.50984 -0.75861 -4.40305  0.0131
H -2.10987 -0.06547 -4.67006  0.0767
H -1.50426 -3.41322 -1.48136  0.0673
H -0.13800 -2.81755 -2.42657  0.0233
N -1.45158 2.69869 -1.04755  0.0891
C -0.32850 2.98373 -1.78216  -0.7145
N 0.86284 2.63502 -1.46799  0.0644
C 1.77935 3.06025 -2.41765  -0.3351
C 3.12446 2.70171 -2.43218  -0.0423
C 3.91329 3.13212 -3.48328  -0.0756
C 3.38356 3.91684 -4.50995  -0.1073
C 2.03970 4.25999 -4.51956  -0.1221
C 1.24858 3.81425 -3.47078  -0.4914
S -0.47598 3.96676 -3.24454  1.0063
H -1.30177 1.95896 -0.36193  0.0461
H -2.27324 2.52672 -1.60499  0.0717
H 3.51861 2.04102 -1.66715  -0.0036
H 4.94416 2.80664 -3.52690  0.0991
H 4.01816 4.22848 -5.33054  0.0893
H 1.61648 4.83222 -5.33612  0.0910

## Properties
relative energy (zero: lowest compared OMol25 entry of this formula, charge and spin)	0.000	eV
frontier orbital gap	3.83	eV
strongest force on any atom	0.013	hartree/bohr
net charge	-2
2S+1	1

=====

Density functional theory data (ωB97M-V/def2-TZVPD) for a molecular structure, C21H42Br14N2O7P2S2 at a distorted geometry.

Last column: Löwdin charge in e.
Cartesian coordinates (Å):
C -6.44693 -0.75587 -4.00381  -0.1597
C -5.87585 -0.98834 -5.39078  -0.5415
S -4.74846 -2.39956 -5.42473  0.9102
C -3.25084 -1.52815 -4.95930  -0.5506
O -2.41923 -2.40009 -4.19593  -0.2168
P -0.94152 -1.92671 -3.97293  0.2587
O -0.15350 -1.90896 -5.19481  -0.2162
O -0.50240 -2.92270 -2.85281  -0.1640
C 0.61817 -3.78422 -3.11230  -0.2568
C 1.12999 -4.31132 -1.78769  -0.4149
S 1.71463 -2.95468 -0.73448  1.0157
C 2.53118 -3.73119 0.55204  -0.7139
N 3.58237 -3.27608 1.10743  0.0492
N 3.89036 -4.14310 2.13373  0.0564
C 3.00368 -5.05442 2.10743  -0.2142
O 2.10225 -4.88151 1.14611  0.0529
O -1.00117 -0.53304 -3.24885  -0.3406
P -0.99993 0.85574 -4.19590  0.7566
O -1.18325 1.87898 -2.98265  -0.2935
O 0.52982 1.10513 -4.63623  -0.2121
H -5.73283 -0.25970 -3.36313  0.0408
H -6.75651 -1.68841 -3.56789  0.0624
H -7.31846 -0.12007 -4.08112  0.0704
H -5.38414 -0.09915 -5.75610  0.0750
H -6.68647 -1.22071 -6.05914  0.0611
H -2.72653 -1.12880 -5.81182  0.0743
H -3.53522 -0.68437 -4.34340  0.0555
H 1.41097 -3.27695 -3.63791  0.1186
H 0.27266 -4.64909 -3.65298  0.1304
H 1.97968 -4.93648 -2.01877  0.0916
H 0.36331 -4.87305 -1.28287  0.0868
H 2.96623 -5.86636 2.79379  0.1275
H -1.75001 1.46983 -2.30414  -0.0445
H 0.45977 1.68584 -5.40029  0.0530
Br -4.31012 0.62383 2.62679  0.6542
C -2.58853 0.45457 1.73064  -0.6644
C -2.52965 1.27220 0.47306  -0.6860
Br -3.54058 0.43136 -0.97488  0.7043
H -2.43658 -0.60512 1.55324  0.0032
H -1.85343 0.81089 2.44766  0.0682
H -1.50418 1.33545 0.11678  0.0356
H -2.93148 2.27240 0.59208  -0.0371
Br 2.70555 1.09751 -0.65745  0.6120
C 3.45752 2.63525 -1.56753  -0.6987
C 4.42092 2.23025 -2.64957  -0.6914
Br 6.13025 1.66159 -1.91585  0.6107
H 3.91811 3.25746 -0.80655  0.0576
H 2.60731 3.15425 -1.99919  0.0187
H 4.65198 3.08030 -3.28797  0.0564
H 4.04557 1.41280 -3.25473  0.0506
Br 5.91850 -0.00596 1.78430  0.6001
C 5.55711 -0.07973 3.68683  -0.7386
C 4.09734 0.13430 3.97786  -0.6875
Br 3.59697 2.00832 3.81209  0.5895
H 6.19721 0.65610 4.16042  -0.0162
H 5.86354 -1.07774 3.99538  0.0507
H 3.87059 -0.13166 5.00803  0.0547
H 3.45338 -0.42465 3.30746  0.0444
Br -0.82891 4.26292 -0.06573  0.6710
C 0.40423 4.56685 -1.53283  -0.6998
C 0.02017 5.74695 -2.38443  -0.6769
Br -1.49628 5.34032 -3.52857  0.6277
H 0.42684 3.63752 -2.09243  0.0202
H 1.37250 4.73884 -1.06748  0.0508
H 0.83983 5.99765 -3.05360  0.0586
H -0.25559 6.62209 -1.80661  0.0525
Br 9.50417 -0.46303 4.63104  0.6236
C 9.14038 -0.53327 6.53914  -0.6937
C 7.68226 -0.30887 6.83020  -0.6877
Br 7.19150 1.56566 6.66079  0.6419
H 9.77970 0.20342 7.01229  0.0492
H 9.44061 -1.52972 6.85355  0.0571
H 7.45435 -0.57206 7.86019  0.0578
H 7.03348 -0.86658 6.16381  0.0347
Br -6.75766 4.14861 -0.60502  0.6101
C -6.32892 3.42012 1.14691  -0.7147
C -5.70039 4.45348 2.04286  -0.6774
Br -3.84639 4.78872 1.56013  0.6185
H -5.68546 2.56360 0.98152  -0.0160
H -7.27715 3.08668 1.56128  0.0605
H -5.67345 4.09753 3.06998  0.0556
H -6.21089 5.40914 2.00322  0.0497
Br -4.35792 -3.31429 1.39443  0.6138
C -3.93123 -3.97186 3.17512  -0.6884
C -3.26074 -2.92360 4.01954  -0.6855
Br -1.39757 -2.67062 3.51473  0.6244
H -3.31986 -4.85744 3.04251  0.0483
H -4.88583 -4.25219 3.61322  0.0577
H -3.23653 -3.23501 5.06095  0.0583
H -3.74088 -1.95444 3.94039  -0.0008

## Properties
frontier orbital gap	9.02	eV
strongest force on any atom	0.033	hartree/bohr
2S+1	1

=====

Number 1: total energy -1600.78793 hartree, highest occupied orbital energy -4.9 eV. Number 2: total energy -4946.44298 hartree, highest occupied orbital energy -0.2 eV. Number 3: total energy -38977.01307 hartree, highest occupied orbital energy -8.7 eV.